Record 1
A single C3H3BrN2S molecule at a distorted geometry, computed with wB97M-V/def2-TZVPD.

Properties
2S+1	3
HOMO energy (spin up / spin down)	-7.2473 / -9.8168	eV
E_LUMO (spin up / spin down)	0.834 / -3.389	eV

Each line ends with the Mulliken charge.
Atoms and positions in Å:
C  0.1348  0.1833  -0.0453  -0.251
C  -0.7046  -0.7646  -0.8124  -0.127
C  -0.0695  -0.1722  1.2334  -0.499
N  -1.2596  -1.6091  -0.0085  -0.799
N  -0.9172  -1.2351  1.2625  0.578
S  -1.4547  -2.0360  2.5220  0.044
Br  -3.2690  -0.7219  3.2713  -0.168
H  0.7013  0.9502  -0.5860  0.344
H  -0.6829  -0.6282  -1.8409  0.420
H  0.2602  0.2351  2.1170  0.459

Record 2
2 unconnected molecules or ions with the total composition C3H3BrO2 at a distorted geometry, computed with wB97M-V/def2-TZVPD.

Properties
structure (SMILES)	OC#CBr.C=O
HOMO energy	-8.9002	eV
ΔE to the lowest compared entry with this formula, charge and spin	79.3	kcal per mole
E_LUMO	0.467	eV

Each line ends with the Mulliken charge.
Atoms and positions in Å:
C  -1.6698  -0.1698  -0.4921  -0.073
C  1.4193  0.1315  0.6833  0.599
C  1.7515  0.5050  -0.4402  -0.423
O  1.3832  -0.5407  1.7953  -0.498
O  -1.3375  -0.6722  0.5467  -0.424
Br  1.6375  1.3022  -2.0358  -0.053
H  -2.2652  0.6651  -0.6661  0.286
H  -1.3794  -0.5035  -1.5845  0.195
H  0.4604  -0.7176  2.1934  0.392

Record 3
2 unconnected molecules or ions with the total composition C3H3BrS at a distorted geometry, computed with wB97M-V/def2-TZVPD.

Properties
HOMO energy	-9.4871	eV
ΔE to the lowest compared entry with this formula, charge and spin	76.9	kcal per mole
E_LUMO	-2.264	eV

Each line ends with the Mulliken charge.
Atoms and positions in Å:
C  1.3581  0.8290  -0.1258  -0.009
C  2.3619  1.4605  0.0378  0.055
C  0.1394  0.0578  0.0359  -0.948
S  4.3554  2.7808  -0.7656  0.047
Br  4.1221  2.4635  -2.8536  0.052
H  -0.3162  0.2518  1.0036  0.284
H  0.3617  -1.0038  -0.0509  0.261
H  -0.5499  0.3516  -0.7540  0.260

Record 4
A molecular structure, C3H3CaO2 at a distorted geometry, computed with wB97M-V/def2-TZVPD.

Properties
total charge	+1
HOMO energy	-12.2902	eV
ΔE to the lowest compared entry with this formula, charge and spin	39.0	kcal per mole
E_LUMO	-5.771	eV

Each line ends with the Mulliken charge.
Atoms and positions in Å:
C  1.4394  0.3006  -2.7857  -0.542
C  1.1837  -0.1815  -1.5736  -0.011
H  0.9674  1.2173  -3.1433  0.257
H  1.6748  -1.0711  -1.1697  0.343
H  2.2281  -0.1531  -3.3864  0.249
O  0.7319  0.7133  -0.4647  -0.154
C  0.3128  0.2137  0.6662  -0.052
O  -0.5556  0.8181  1.3176  -0.639
Ca  -1.5050  -1.2468  0.9168  1.548

Record 5
A molecular structure, C3H3Cl2NNdO3Sm at a distorted geometry, computed with wB97M-V/def2-TZVPD.

Properties
total charge	+4
2S+1	9
HOMO energy (spin up / spin down)	-26.2600 / -26.3429	eV
E_LUMO (spin up / spin down)	-17.910 / -17.569	eV

Each line ends with the Mulliken charge.
Atoms and positions in Å:
Nd  0.3170  -0.6342  -2.3294  2.087
Sm  -0.7018  0.4128  1.2134  1.718
Cl  -0.8815  1.4711  -1.2503  -0.275
Cl  1.6393  -0.4587  0.9145  -0.346
C  -0.7205  -1.3233  2.8235  0.144
C  -0.1432  0.4849  -4.3966  -0.034
C  0.5252  -1.9402  -4.4653  0.149
O  -0.5067  -1.8760  3.8724  0.016
O  -0.3037  0.9569  -5.4368  0.164
O  0.6363  -2.4278  -5.5309  0.085
N  -0.0576  1.3279  3.3955  -0.753
H  -0.1479  2.2703  3.8009  0.317
H  0.9026  0.9503  3.2844  0.385
H  -0.5575  0.7860  4.1047  0.343

Record 6
A molecular structure, C3H3Cl2NS at a distorted geometry, computed with wB97M-V/def2-TZVPD.

Properties
HOMO energy	-8.8743	eV
ΔE to the lowest compared entry with this formula, charge and spin	47.2	kcal per mole
E_LUMO	-0.286	eV

Each line ends with the Mulliken charge.
Atoms and positions in Å:
C  -0.6393  0.0356  -0.5982  0.341
C  0.2858  -0.5902  -1.2790  0.018
C  -0.5104  0.3118  0.9158  -0.573
N  0.9033  0.2820  1.2099  -0.399
S  1.6318  -1.1246  0.5280  -0.095
Cl  -1.9702  0.6444  -1.4989  -0.188
Cl  0.5185  -1.3826  -2.6857  -0.115
H  -0.8162  1.2639  1.1109  0.424
H  -0.8825  -0.5185  1.3827  0.279
H  1.4793  1.0783  0.9145  0.306

Record 7
2 unconnected molecules or ions with the total composition C3H3Cl2O2 at a distorted geometry, computed with wB97M-V/def2-TZVPD.

Properties
total charge	-1
HOMO energy	-4.3249	eV
ΔE to the lowest compared entry with this formula, charge and spin	24.8	kcal per mole
E_LUMO	3.238	eV

Each line ends with the Mulliken charge.
Atoms and positions in Å:
C  -1.3268  -0.6514  0.1021  0.254
C  1.0974  0.4629  -0.1251  -0.654
C  0.1603  -0.7129  0.0144  0.688
O  -2.3538  -0.7178  -0.4023  -0.443
O  -0.6491  -0.7603  1.2055  -0.323
Cl  -1.3356  2.4865  -0.0503  -0.807
Cl  0.7416  -2.4145  -0.3252  -0.294
H  1.8643  0.4746  0.6358  0.249
H  1.4979  0.3957  -1.0996  0.291
H  0.3038  1.4373  0.0448  0.039

Record 8
2 unconnected molecules or ions with the total composition C3H3Cl3 at a distorted geometry, computed with wB97M-V/def2-TZVPD.

Properties
HOMO energy (spin up / spin down)	-10.5247 / -8.8646	eV
ΔE to the lowest compared entry with this formula, charge and spin	86.2	kcal per mole
E_LUMO (spin up / spin down)	-1.965 / -3.587	eV

Each line ends with the Mulliken charge.
Atoms and positions in Å:
C  1.5028  -0.3411  -0.4986  -0.461
C  0.3044  -0.1759  -0.0947  -0.150
C  -1.0373  -0.2368  0.3206  0.310
Cl  -0.1096  3.0081  0.5456  -0.325
Cl  -1.3586  -1.9744  0.8932  -0.162
Cl  -2.1557  0.1477  -1.0027  -0.077
H  2.1689  0.4961  -0.6844  0.262
H  1.9504  -1.3189  -0.6577  0.271
H  -1.2653  0.3951  1.1787  0.333

Record 9
2 unconnected molecules or ions with the total composition C3H3Cl3 at a distorted geometry, computed with wB97M-V/def2-TZVPD.

Properties
2S+1	3
HOMO energy (spin up / spin down)	-7.7659 / -10.4204	eV
ΔE to the lowest compared entry with this formula, charge and spin	36.6	kcal per mole
E_LUMO (spin up / spin down)	0.619 / -1.055	eV

Each line ends with the Mulliken charge.
Atoms and positions in Å:
C  1.6401  0.4051  0.1593  -0.409
C  -1.5079  -0.0247  0.6611  0.309
C  1.1364  -0.1091  -0.8663  -0.177
Cl  -1.9351  1.5981  0.1534  -0.090
Cl  -1.6530  -1.2653  -0.4009  -0.157
Cl  -2.0058  -0.4881  2.2394  -0.141
H  2.3608  0.9738  0.6827  0.358
H  1.7284  -0.3444  -1.7028  0.279
H  0.2362  -0.7455  -0.9259  0.028

Record 10
A single C3H3ClF2 molecule at a distorted geometry, computed with wB97M-V/def2-TZVPD.

Properties
structure (SMILES)	F/C=C(/Cl)CF
HOMO energy	-9.9418	eV
ΔE to the lowest compared entry with this formula, charge and spin	54.0	kcal per mole
E_LUMO	0.537	eV

Each line ends with the Mulliken charge.
Atoms and positions in Å:
C  -1.0221  -0.4499  -0.3503  -0.362
C  0.0882  0.2080  0.3820  0.316
C  0.7583  -0.4194  1.3413  -0.090
H  -1.6450  -1.4878  0.1838  0.204
H  -1.8873  0.3063  -0.3963  0.257
H  1.4525  0.1728  2.1313  0.282
F  -0.9021  -0.8680  -1.6249  -0.247
F  0.7163  -1.7853  1.2630  -0.210
Cl  0.2827  1.6975  -0.4058  -0.152

Record 11
A single C3H3ClF2 molecule at a distorted geometry, computed with wB97M-V/def2-TZVPD.

Properties
structure (SMILES)	C=CC(F)(F)Cl
HOMO energy	-10.5430	eV
ΔE to the lowest compared entry with this formula, charge and spin	46.8	kcal per mole
E_LUMO	0.355	eV

Each line ends with the Mulliken charge.
Atoms and positions in Å:
C  0.2881  -0.4671  0.0634  0.687
C  -1.2540  -0.7978  -0.1761  -0.278
C  -2.1136  0.2955  0.1145  -0.579
H  -1.5215  -1.9440  -0.4562  0.266
H  -3.1315  -0.2057  -0.3343  0.172
H  -2.0619  1.3505  0.3407  0.355
F  0.7402  -0.6727  1.2501  -0.165
F  0.9903  -1.2955  -0.8459  -0.229
Cl  0.5657  1.4312  -0.1882  -0.229

Record 12
2 unconnected molecules or ions with the total composition C3H3ClF5N2O8S at a distorted geometry, computed with wB97M-V/def2-TZVPD.

Properties
total charge	-1
HOMO energy	-5.5268	eV
E_LUMO	2.078	eV

Each line ends with the Mulliken charge.
Atoms and positions in Å:
N  -1.1522  3.3810  0.6106  -0.371
N  -2.4028  2.7251  0.7506  -0.200
C  -2.4237  1.5179  -0.0470  0.484
O  -3.3163  0.7746  0.0862  -0.453
O  -1.3728  1.3852  -0.9627  -0.239
S  -0.7612  -0.1413  -1.1160  1.231
O  -1.7357  -1.1288  -1.4376  -0.577
O  0.1773  -0.0734  -2.1838  -0.633
C  0.2196  -0.6846  0.3906  0.595
F  -0.3509  -1.7629  0.9038  -0.243
F  1.4040  -1.0585  -0.0272  -0.165
C  0.4761  0.4113  1.4644  0.614
F  1.3917  -0.0744  2.3127  -0.251
F  1.0108  1.4967  0.9347  -0.218
F  -0.5930  0.6816  2.2128  -0.253
H  -1.2213  4.2668  0.1272  0.195
H  -0.6690  3.4590  1.4959  0.212
H  -3.1609  3.3248  0.4340  0.266
O  1.4964  -3.3581  -1.0662  -0.639
Cl  2.8963  -3.7003  -1.1903  1.702
O  3.5535  -3.5125  0.0870  -0.684
O  3.5155  -2.8471  -2.1802  -0.680
O  3.0187  -5.0821  -1.5992  -0.693

Record 13
A molecular structure, C3H3ClIN at a distorted geometry, computed with wB97M-V/def2-TZVPD.

Properties
HOMO energy	-10.0493	eV
ΔE to the lowest compared entry with this formula, charge and spin	14.5	kcal per mole
E_LUMO	0.122	eV

Each line ends with the Mulliken charge.
Atoms and positions in Å:
C  -0.2868  -2.0078  0.0242  0.320
C  0.4264  0.3777  0.2155  -0.913
C  -0.4653  -0.7177  -0.5259  -0.078
N  -0.2305  -3.1201  0.3269  -0.359
Cl  -2.2498  -0.2137  -0.2449  -0.177
I  2.3382  -0.4437  -0.0328  0.114
H  0.3061  1.3552  -0.3172  0.378
H  0.1327  0.6938  1.3165  0.377
H  -0.1506  -0.4654  -1.5905  0.339

Record 14
A single C3H3ClN2 molecule at a distorted geometry, computed with wB97M-V/def2-TZVPD.

Properties
HOMO energy (spin up / spin down)	-7.9348 / -7.9363	eV
ΔE to the lowest compared entry with this formula, charge and spin	80.4	kcal per mole
E_LUMO (spin up / spin down)	-0.273 / -0.273	eV

Each line ends with the Mulliken charge.
Atoms and positions in Å:
C  -0.4577  0.0617  -0.8350  -0.300
C  0.6798  -0.7384  -0.4998  0.122
C  -1.0317  1.4833  1.0134  0.202
N  -1.0322  0.6587  0.1366  -0.083
N  1.2834  -0.7236  0.6233  -0.587
Cl  -1.8699  1.7028  2.3549  -0.084
H  -0.7323  0.1359  -1.9551  0.273
H  0.9994  -1.3574  -1.4665  0.220
H  2.1612  -1.2231  0.6282  0.237

Record 15
A single C3H3ClN2S molecule at a distorted geometry, computed with wB97M-V/def2-TZVPD.

Properties
structure (SMILES)	[H]/N=C(/CC#N)SCl
HOMO energy	-9.3055	eV
ΔE to the lowest compared entry with this formula, charge and spin	40.8	kcal per mole
E_LUMO	0.009	eV

Each line ends with the Mulliken charge.
Atoms and positions in Å:
C  1.5885  0.2758  -0.8304  0.087
C  -0.5650  0.1390  0.1945  0.282
C  0.5720  1.0625  -0.1798  -0.098
N  2.4882  0.0382  -1.4877  -0.376
N  -1.7392  0.2291  0.0809  -0.421
S  0.1892  -1.6725  0.9437  -0.062
Cl  -1.4403  -2.7849  1.1925  -0.183
H  1.1622  1.5113  0.7078  0.243
H  0.0703  1.7359  -0.9193  0.211
H  -2.3259  -0.5344  0.2977  0.316

Record 16
A single C3H3ClN2S2 molecule at a distorted geometry, computed with wB97M-V/def2-TZVPD.

Properties
structure (SMILES)	S=c1c(Cl)c[nH]n1S
HOMO energy	-8.5381	eV
ΔE to the lowest compared entry with this formula, charge and spin	33.3	kcal per mole
E_LUMO	0.023	eV

Each line ends with the Mulliken charge.
Atoms and positions in Å:
C  1.5921  -0.9254  -0.5746  -0.180
C  0.6278  -1.0289  0.2921  0.051
C  -0.1457  0.1583  0.2668  0.307
H  -1.1751  2.1206  -0.2423  0.150
H  2.3654  0.8011  -1.3960  0.312
H  2.5427  -1.5347  -0.6257  0.312
N  0.4052  0.9184  -0.6524  0.130
N  1.4209  0.2320  -1.3513  -0.371
S  -0.4640  2.1847  -1.4972  -0.116
S  -1.5515  0.4732  1.1397  -0.430
Cl  0.1933  -2.4230  1.3002  -0.166

Record 17
A single C3H3ClO2 molecule at a distorted geometry, computed with wB97M-V/def2-TZVPD.

Properties
structure (SMILES)	CC(=O)C(=O)Cl
HOMO energy	-10.6751	eV
ΔE to the lowest compared entry with this formula, charge and spin	15.8	kcal per mole
E_LUMO	-0.128	eV

Each line ends with the Mulliken charge.
Atoms and positions in Å:
C  0.6858  -1.1011  -0.5766  0.431
C  -0.2130  0.0434  -0.6480  0.642
C  -0.6843  0.6136  0.6717  -1.103
O  0.7975  -2.2607  -0.7333  -0.366
O  -0.3195  0.4938  -1.7528  -0.444
Cl  2.2844  -0.1716  -0.1323  -0.224
H  -1.7753  0.8173  0.7419  0.327
H  -0.3234  1.5457  0.9081  0.367
H  -0.4521  0.0196  1.5213  0.370

Record 18
2 unconnected molecules or ions with the total composition C3H3ClO2 at a distorted geometry, computed with wB97M-V/def2-TZVPD.

Properties
structure (SMILES)	C=C=O.O=CCl
HOMO energy	-9.7916	eV
ΔE to the lowest compared entry with this formula, charge and spin	33.9	kcal per mole
E_LUMO	0.452	eV

Each line ends with the Mulliken charge.
Atoms and positions in Å:
C  -0.4957  0.8740  0.4578  -1.217
C  -1.0455  1.5889  -0.4251  0.970
C  0.8469  -1.4101  -0.3344  0.056
O  -1.5993  2.0495  -1.3247  -0.351
O  1.4156  -1.2405  -1.3426  -0.330
Cl  1.7722  -1.4997  1.1962  -0.175
H  -1.1824  0.5061  1.3109  0.232
H  0.5107  0.6607  0.6578  0.391
H  -0.2225  -1.5290  -0.1959  0.425

Record 19
A single C3H3ClO2 molecule at a distorted geometry, computed with wB97M-V/def2-TZVPD.

Properties
structure (SMILES)	C[C@]12O[C@@]1(Cl)O2
HOMO energy	-9.2767	eV
ΔE to the lowest compared entry with this formula, charge and spin	96.4	kcal per mole
E_LUMO	0.701	eV

Each line ends with the Mulliken charge.
Atoms and positions in Å:
C  0.0829  -0.2552  0.0454  0.775
C  1.4327  0.0509  0.0872  0.513
C  -1.3310  0.1321  -0.1146  -1.203
O  0.9463  -1.1082  -0.6642  -0.523
O  0.9364  -0.3417  1.3166  -0.515
Cl  2.7879  0.9232  -0.2247  -0.144
H  -1.6618  0.4400  0.8115  0.366
H  -1.7739  -0.7014  -0.4229  0.410
H  -1.4194  0.8603  -0.8343  0.320

Record 20
A single C3H3ClO2S molecule at a distorted geometry, computed with wB97M-V/def2-TZVPD.

Properties
structure (SMILES)	O=C(CCl)C(O)=S
HOMO energy	-9.8612	eV
ΔE to the lowest compared entry with this formula, charge and spin	52.0	kcal per mole
E_LUMO	-1.799	eV

Each line ends with the Mulliken charge.
Atoms and positions in Å:
C  0.2911  -0.7343  -0.8708  0.222
C  0.1603  -0.7107  0.6812  0.338
C  -0.1433  0.7707  1.1485  -0.355
H  -0.1660  0.3910  -2.5308  0.328
H  0.7327  1.4018  0.4842  0.290
H  0.0260  0.8395  2.2416  0.331
O  -0.2500  0.6419  -1.4969  -0.462
O  0.3089  -1.7151  1.3659  -0.469
S  0.7766  -2.1070  -1.7435  -0.092
Cl  -1.7361  1.2221  0.7205  -0.130